# 1
C24H26N5O8Ti | the ωB97M-V functional and the def2-TZVPD basis

Total energy, a.u.: -2654.60978
Lowest unoccupied orbital energy (alpha / beta), hartree: -0.275 / -0.273
HOMO-LUMO gap (alpha / beta), eV: 6.4 / 8.1
Multiplicity: 2
HOMO (alpha / beta), eV: -13.882 / -15.509
Energy relative to the best compared isomer or geometry (same formula, charge and spin), kcal per mole: 0.00
Total charge: +2

CARTESIAN COORDINATES (ANGSTROEM)
Ti1 -0.150 0.321 -0.749
C1 2.230 4.269 0.757
C2 1.916 3.220 1.821
C3 3.140 2.362 2.174
C4 0.685 2.381 1.532
C5 -0.130 2.567 0.423
C6 -1.404 1.939 0.338
C7 -1.853 1.089 1.353
C8 -3.251 0.554 1.383
C9 -0.988 0.863 2.438
C10 0.229 1.486 2.527
H1 3.098 4.847 1.070
H2 1.407 4.973 0.624
H3 2.470 3.833 -0.216
H4 1.644 3.769 2.729
H5 3.387 1.665 1.372
H6 2.989 1.784 3.087
H7 4.004 3.006 2.340
H8 0.114 3.332 -0.300
H9 -2.106 2.289 -0.406
H10 -3.854 1.197 2.029
H11 -3.286 -0.452 1.803
H12 -3.714 0.539 0.402
H13 -1.322 0.225 3.248
H14 0.833 1.333 3.412
C11 -0.002 -3.026 2.015
C12 0.370 -2.337 0.745
O1 0.136 -1.101 0.585
N1 0.982 -3.016 -0.199
C13 1.372 -2.423 -1.484
C14 2.356 -1.282 -1.348
C15 3.710 -1.491 -1.473
C16 4.577 -0.408 -1.408
C17 4.057 0.864 -1.259
C18 2.693 1.007 -1.139
N2 1.857 -0.042 -1.139
H15 -0.615 -2.374 2.629
H16 0.902 -3.286 2.571
H17 -0.545 -3.948 1.805
H18 1.135 -4.003 -0.058
H19 0.480 -2.090 -2.003
H20 1.816 -3.206 -2.088
H21 4.085 -2.492 -1.646
H22 5.647 -0.556 -1.498
H23 4.694 1.737 -1.255
H24 2.242 1.984 -1.064
O2 -4.427 0.638 -6.725
N3 -3.230 0.659 -6.914
O3 -2.666 0.738 -7.983
C19 -2.368 0.687 -5.706
C20 -1.045 1.057 -5.844
C21 -0.268 1.132 -4.713
C22 -0.804 0.880 -3.453
O4 -0.196 1.183 -2.277
C23 -2.090 0.341 -3.394
C24 -2.912 0.304 -4.507
N4 -2.527 -0.175 -2.160
O5 -3.695 -0.320 -1.807
O6 -1.519 -0.691 -1.346
N5 1.158 1.478 -4.872
O7 1.468 2.147 -5.826
O8 1.909 1.136 -3.968
H25 -0.631 1.275 -6.818
H26 -3.937 -0.034 -4.437

Atom charges from the natural (NBO) analysis, given in e for atoms 1 to 2: atom 1 (Ti): 1.826, atom 2 (C): -0.609


# 2
C6H8INO | the ωB97M-V functional and the def2-TZVPD basis

Total energy, a.u.: -660.98536
Lowest unoccupied orbital energy, hartree: 0.008
HOMO-LUMO gap, eV: 8.2
HOMO, eV: -8.026
Structure (SMILES): CC(/C=C\I)=C/N=C/O
Energy relative to the best compared isomer or geometry (same formula, charge and spin), kcal per mole: 52.24
Total charge: 0

CARTESIAN COORDINATES (ANGSTROEM)
C1 -0.001 -0.417 -1.087
C2 0.321 -0.017 1.224
C3 0.359 -0.946 0.225
C4 -1.186 0.224 -1.237
C5 -0.654 1.871 0.275
C6 1.106 -2.231 0.385
N1 0.189 1.314 1.062
O1 -0.341 3.079 -0.238
I1 -2.871 -0.569 -0.195
H1 0.852 -0.214 -1.687
H2 0.769 -0.463 2.153
H3 -1.507 0.871 -1.965
H4 -1.777 1.939 0.162
H5 0.651 -3.075 1.005
H6 2.076 -2.049 0.720
H7 1.398 -2.763 -0.566
H8 0.617 3.445 -0.237

Atom charges from the natural (NBO) analysis, given in e for atoms 1 to 2: atom 1 (C): -0.200, atom 2 (C): 0.036


# 3
C3H9N2O | the ωB97M-V functional and the def2-TZVPD basis

Total energy, a.u.: -304.14153
Lowest unoccupied orbital energy, hartree: -0.148
HOMO-LUMO gap, eV: 9.7
HOMO, eV: -13.678
Energy relative to the best compared isomer or geometry (same formula, charge and spin), kcal per mole: 68.29
Total charge: +1

CARTESIAN COORDINATES (ANGSTROEM)
C1 0.417 -0.300 1.352
C2 0.110 0.910 0.065
C3 0.952 2.061 0.508
N1 0.314 -1.493 1.074
N2 -1.236 -1.567 -1.580
O1 -0.310 0.894 -1.072
H1 0.601 0.293 2.254
H2 1.278 2.026 1.645
H3 0.483 3.084 0.403
H4 1.703 2.041 -0.140
H5 -0.846 -1.843 -0.686
H6 0.687 -2.166 1.754
H7 -2.226 -1.662 -1.488
H8 -0.796 -1.827 -2.468
H9 -1.131 -0.453 -1.622

Atom charges from the natural (NBO) analysis, given in e for atoms 1 to 2: atom 1 (C): 0.108, atom 2 (C): 0.588


# 4
C31H37N5O2Yb | the ωB97M-V functional and the def2-TZVPD basis

Total energy, a.u.: -2786.55569
Lowest unoccupied orbital energy (alpha / beta), hartree: 0.092 / 0.092
HOMO-LUMO gap (alpha / beta), eV: 4.6 / 4.6
Multiplicity: 2
HOMO (alpha / beta), eV: -2.122 / -2.128
Total charge: -1

CARTESIAN COORDINATES (ANGSTROEM)
Yb1 -0.496 0.027 0.407
C1 -0.414 -3.611 -0.117
N1 0.427 -2.503 -0.589
C2 0.311 -2.361 -2.060
C3 -1.099 -2.340 -2.666
C4 -2.025 -1.198 -2.212
N2 -1.199 -0.036 -1.929
C5 -1.134 0.916 -2.766
C6 -0.138 1.975 -2.735
C7 -0.235 3.026 -3.656
C8 0.727 4.010 -3.746
C9 1.827 3.938 -2.876
C10 1.958 2.909 -1.973
C11 0.996 1.867 -1.876
O1 1.168 0.883 -1.064
C12 1.844 -2.779 -0.256
C13 2.658 -1.590 0.238
C14 2.319 -1.147 1.680
N3 1.457 0.037 1.695
C15 1.986 1.127 2.052
C16 1.453 2.490 2.034
C17 2.236 3.436 2.715
C18 1.898 4.765 2.800
C19 0.731 5.194 2.141
C20 -0.046 4.308 1.444
C21 0.266 2.922 1.363
O2 -0.518 2.143 0.722
H1 -0.191 -4.536 -0.675
H2 -1.464 -3.341 -0.209
H3 -0.234 -3.779 0.942
H4 0.839 -3.201 -2.534
H5 0.836 -1.445 -2.337
H6 -1.606 -3.289 -2.483
H7 -0.932 -2.273 -3.747
H8 -2.490 -1.470 -1.270
H9 -2.791 -1.004 -2.972
H10 -1.825 0.922 -3.616
H11 -1.104 3.056 -4.310
H12 0.637 4.814 -4.465
H13 2.592 4.706 -2.920
H14 2.802 2.867 -1.291
H15 2.351 -3.212 -1.126
H16 1.859 -3.548 0.521
H17 2.530 -0.738 -0.433
H18 3.712 -1.878 0.202
H19 3.241 -0.941 2.228
H20 1.801 -1.953 2.203
H21 3.000 1.068 2.456
H22 3.147 3.088 3.195
H23 2.524 5.464 3.340
H24 0.444 6.239 2.180
H25 -0.940 4.632 0.924
C22 -4.768 -1.967 -0.017
C23 -4.296 -2.281 1.370
C24 -5.165 -2.832 2.297
C25 -4.755 -3.186 3.585
C26 -3.409 -2.997 3.896
C27 -2.499 -2.439 3.006
C28 -1.058 -2.313 3.439
C29 -2.915 -1.966 1.687
N4 -2.137 -1.317 0.827
H26 -5.835 -2.191 -0.123
H27 -4.223 -2.558 -0.762
H28 -4.596 -0.914 -0.273
H29 -6.201 -3.000 2.005
H30 -5.453 -3.588 4.311
H31 -3.047 -3.300 4.880
H32 -0.617 -3.295 3.654
H33 -0.943 -1.700 4.341
H34 -0.487 -1.841 2.644
C30 -0.874 2.406 4.874
C31 -1.051 1.455 3.772
N5 -1.195 0.711 2.912
H35 -0.267 1.954 5.656
H36 -1.844 2.678 5.287
H37 -0.372 3.302 4.506

Atom charges from the Mulliken analysis, given in e for atoms 1 to 2: atom 1 (Yb): -0.086, atom 2 (C): -1.497


# 5
C9H12N2O2S | the ωB97M-V functional and the def2-TZVPD basis

Total energy, a.u.: -1008.29499
Lowest unoccupied orbital energy, hartree: 0.020
HOMO-LUMO gap, eV: 9.1
HOMO, eV: -8.507
Structure (SMILES): CCOC(=O)[C@@]1(N)SC=C(C)[C@@H]1C#N
Energy relative to the best compared isomer or geometry (same formula, charge and spin), kcal per mole: 24.82
Total charge: 0

CARTESIAN COORDINATES (ANGSTROEM)
C1 2.338 0.584 -1.243
C2 1.490 -0.993 1.656
C3 1.772 -1.120 0.365
C4 -0.928 1.326 0.086
C5 1.237 -0.002 -0.508
C6 0.527 1.020 0.377
C7 2.565 -2.230 -0.246
C8 -3.657 -0.630 0.008
C9 -2.936 0.440 -0.794
N1 3.246 0.959 -1.826
N2 1.299 2.507 0.288
O1 -1.474 2.323 0.477
O2 -1.522 0.341 -0.579
S1 0.540 0.404 2.109
H1 1.774 -1.664 2.444
H2 0.525 -0.405 -1.240
H3 2.021 -3.172 -0.185
H4 3.510 -2.357 0.279
H5 2.777 -2.017 -1.290
H6 -4.726 -0.564 -0.176
H7 -3.307 -1.619 -0.277
H8 -3.474 -0.486 1.070
H9 -3.266 1.441 -0.497
H10 -3.091 0.310 -1.872
H11 2.118 2.441 0.884
H12 0.639 3.164 0.690

Atom charges from the natural (NBO) analysis, given in e for atoms 1 to 2: atom 1 (C): 0.305, atom 2 (C): -0.354


# 6
H4NO2PS | the ωB97M-V functional and the def2-TZVPD basis

Total energy, a.u.: -947.24348
Lowest unoccupied orbital energy, hartree: 0.019
HOMO-LUMO gap, eV: 10.3
HOMO, eV: -9.750
Structure (SMILES): N=P(O)(O)S
Energy relative to the best compared isomer or geometry (same formula, charge and spin), kcal per mole: 15.54
Total charge: 0

CARTESIAN COORDINATES (ANGSTROEM)
N1 -1.527 -0.745 -0.212
O1 0.485 1.087 -0.942
O2 0.962 -1.219 -0.162
P1 -0.142 -0.082 -0.012
S1 0.167 0.816 1.844
H1 -2.327 -0.144 -0.227
H2 0.617 0.802 -1.848
H3 0.540 -2.051 0.062
H4 1.225 1.536 1.497

Atom charges from the natural (NBO) analysis, given in e for atoms 1 to 2: atom 1 (N): -1.329, atom 2 (O): -0.988


# 7
C24H43N2OP2Pd | the ωB97M-V functional and the def2-TZVPD basis

Total energy, a.u.: -1934.46807
Lowest unoccupied orbital energy (alpha / beta), hartree: -0.332 / -0.452
HOMO-LUMO gap (alpha / beta), eV: 5.3 / 5.5
Multiplicity: 5
HOMO (alpha / beta), eV: -14.337 / -17.750
Total charge: +3

CARTESIAN COORDINATES (ANGSTROEM)
Pd1 -0.338 -0.005 -0.324
P1 -0.184 -2.299 -0.643
P2 -0.197 2.318 -0.388
N1 -0.054 0.126 -2.692
C1 -0.008 -2.333 -2.458
H1 0.532 -3.244 -2.750
H2 -1.029 -2.417 -2.873
C2 0.699 -1.107 -3.056
H3 1.736 -1.014 -2.712
H4 0.698 -1.181 -4.151
C3 0.703 1.397 -2.916
H5 0.708 1.601 -3.996
H6 1.743 1.275 -2.579
C4 -0.010 2.551 -2.192
H7 -1.035 2.660 -2.592
H8 0.518 3.500 -2.381
C5 1.283 3.143 0.360
C6 1.484 2.754 1.826
H9 2.451 3.154 2.162
H10 1.503 1.669 1.967
H11 0.701 3.175 2.469
C7 -1.696 3.196 0.205
C8 -1.761 3.322 1.729
H12 -2.786 3.599 2.012
H13 -1.106 4.119 2.106
H14 -1.519 2.386 2.246
C9 -1.687 -3.225 -0.136
C10 -1.756 -3.490 1.371
H15 -2.785 -3.780 1.626
H16 -1.506 -2.608 1.972
H17 -1.110 -4.324 1.675
C11 1.293 -3.195 0.022
C12 1.498 -2.957 1.520
H18 2.459 -3.403 1.813
H19 0.709 -3.429 2.119
H20 1.533 -1.892 1.769
C13 1.554 -0.019 0.058
O1 2.714 -0.014 0.086
C14 -1.959 4.546 -0.466
H21 -1.221 5.304 -0.182
H22 -1.985 4.479 -1.558
H23 -2.940 4.910 -0.136
C15 -1.950 -4.506 -0.932
H24 -2.936 -4.892 -0.642
H25 -1.966 -4.333 -2.012
H26 -1.215 -5.289 -0.716
C16 1.318 -4.692 -0.296
H27 2.326 -5.071 -0.079
H28 0.620 -5.263 0.331
H29 1.114 -4.914 -1.350
C17 1.313 4.664 0.196
H30 0.615 5.172 0.874
H31 2.321 5.017 0.456
H32 1.116 4.995 -0.830
H33 2.124 2.729 -0.222
H34 2.135 -2.725 -0.515
H35 -2.493 2.502 -0.108
H36 -2.482 -2.502 -0.382
H37 -0.809 0.157 -3.375
H38 -0.443 -0.128 1.604
N2 -0.467 -0.200 2.643
C18 -0.513 -0.159 3.817
C19 -0.544 -0.132 5.226
C20 -1.774 0.023 5.896
C21 -1.786 0.043 7.287
C22 -0.591 -0.101 8.000
C23 0.628 -0.257 7.334
C24 0.660 -0.279 5.941
H39 -2.697 0.117 5.322
H40 -2.734 0.170 7.809
H41 -0.608 -0.096 9.094
H42 1.561 -0.364 7.884
H43 1.597 -0.413 5.401

Atom charges from the Mulliken analysis, given in e for atoms 1 to 2: atom 1 (Pd): -1.745, atom 2 (P): 1.160


# 8
C5H15O3 | the ωB97M-V functional and the def2-TZVPD basis

Total energy, a.u.: -425.21615
Lowest unoccupied orbital energy, hartree: 0.129
HOMO-LUMO gap, eV: 7.3
HOMO, eV: -3.794
Energy relative to the best compared isomer or geometry (same formula, charge and spin), kcal per mole: 20.69
Total charge: -1

CARTESIAN COORDINATES (ANGSTROEM)
C1 1.535 -0.003 0.217
O1 1.498 -1.359 0.321
C2 0.570 0.567 -0.909
C3 -0.889 0.306 -0.452
C4 -1.786 1.657 -0.323
C5 -1.757 2.488 -1.581
H1 1.163 0.473 1.151
H2 2.536 0.288 -0.192
H3 0.706 0.083 -1.872
H4 0.759 1.631 -0.954
H5 -1.006 -0.310 0.437
H6 -1.417 -0.192 -1.270
H7 -1.568 2.014 0.681
H8 -2.798 1.254 -0.256
H9 -2.161 2.029 -2.497
H10 -0.725 2.631 -1.903
H11 -2.293 3.428 -1.475
H12 0.777 -4.265 0.504
H13 1.184 -3.390 1.796
O2 1.175 -4.284 1.382
H14 1.833 -1.676 1.599
H15 0.946 -1.421 2.947
O3 1.716 -1.951 2.650

Atom charges from the natural (NBO) analysis, given in e for atoms 1 to 2: atom 1 (C): -0.018, atom 2 (O): -0.911


# 9
C20H18ClN4OPtS | the ωB97M-V functional and the def2-TZVPD basis

Total energy, a.u.: -2044.54599
Lowest unoccupied orbital energy (alpha / beta), hartree: -0.115 / -0.213
HOMO-LUMO gap (alpha / beta), eV: 5.9 / 5.1
Multiplicity: 3
HOMO (alpha / beta), eV: -9.076 / -10.911
Energy relative to the best compared isomer or geometry (same formula, charge and spin), kcal per mole: 71.26
Total charge: +1

CARTESIAN COORDINATES (ANGSTROEM)
Pt1 11.720 4.412 11.068
Cl1 16.797 5.598 16.366
C1 15.834 5.001 15.073
C2 16.467 4.670 13.874
C3 15.673 4.198 12.689
C4 14.374 4.567 12.670
O1 13.717 4.448 11.464
C5 13.755 4.842 13.836
C6 12.346 4.751 13.955
N1 11.244 4.563 13.028
C7 9.949 4.642 13.257
C8 9.388 4.988 14.477
C9 7.999 5.051 14.678
C10 7.204 4.892 13.537
C11 7.681 4.505 12.184
C12 6.979 4.313 11.045
C13 7.645 4.054 9.901
C14 9.157 4.113 9.864
N2 9.671 4.148 10.946
C15 9.087 4.439 12.084
C16 14.485 5.089 15.042
H1 17.530 4.669 13.755
H2 16.056 3.850 11.762
H3 12.019 4.752 14.930
H4 9.864 5.031 15.549
H5 7.532 5.140 15.631
H6 5.980 4.880 13.546
H7 5.857 4.278 10.908
H8 6.863 4.012 9.161
H9 9.769 4.013 9.007
H10 14.128 5.422 15.957
S1 11.977 4.439 8.702
C17 13.581 4.158 8.147
N3 13.636 3.975 6.811
C18 14.935 4.009 6.188
C19 15.913 4.762 7.055
C20 16.084 4.136 8.447
N4 14.646 4.008 8.870
H11 12.758 4.067 6.292
H12 14.889 4.480 5.199
H13 15.316 2.973 5.932
H14 15.547 5.719 7.094
H15 16.863 4.706 6.599
H16 16.502 4.882 9.160
H17 16.628 3.193 8.545
H18 14.547 4.265 9.847

Atom charges from the natural (NBO) analysis, given in e for atoms 1 to 2: atom 1 (Pt): 0.815, atom 2 (Cl): 0.042


# 10
C20H60NO13 | the ωB97M-V functional and the def2-TZVPD basis

Total energy, a.u.: -1829.99489
Lowest unoccupied orbital energy, hartree: 0.080
HOMO-LUMO gap, eV: 6.6
HOMO, eV: -4.413
Energy relative to the best compared isomer or geometry (same formula, charge and spin), kcal per mole: 545.51
Total charge: -1

CARTESIAN COORDINATES (ANGSTROEM)
N1 -27.783 25.635 9.542
O1 -27.065 25.323 8.628
O2 -27.732 26.857 10.044
O3 -28.918 25.023 9.807
C1 -24.481 26.806 4.861
C2 -25.303 27.468 5.892
O4 -25.945 28.620 5.452
H1 -23.702 26.012 5.158
H2 -23.638 27.391 4.494
H3 -25.194 26.369 3.928
H4 -24.370 27.844 6.601
H5 -25.893 26.683 6.439
H6 -26.405 28.173 4.894
C3 -26.042 23.269 5.903
C4 -25.408 22.832 7.222
O5 -24.711 23.830 8.006
H7 -27.039 23.867 6.111
H8 -26.364 22.442 5.346
H9 -25.291 23.855 5.308
H10 -24.404 22.415 6.890
H11 -26.050 22.287 7.823
H12 -25.377 24.589 8.192
C5 -29.320 28.888 14.144
C6 -28.513 28.425 12.994
O6 -28.885 27.178 12.498
H13 -30.380 28.743 13.956
H14 -29.261 29.926 14.474
H15 -29.127 28.298 15.172
H16 -27.540 28.569 13.304
H17 -28.675 28.992 12.115
H18 -28.650 26.956 11.747
C7 -26.685 28.307 11.916
C8 -26.348 29.643 11.716
O7 -26.127 30.439 12.995
H19 -25.904 27.697 12.208
H20 -26.926 27.599 10.851
H21 -27.449 28.575 12.550
H22 -27.166 30.182 11.214
H23 -25.435 29.598 11.111
H24 -26.097 31.411 12.741
C9 -33.724 25.122 9.897
C10 -32.219 25.268 9.677
O8 -31.440 25.666 10.878
H25 -34.175 25.069 9.007
H26 -34.094 26.101 10.334
H27 -34.095 24.397 10.502
H28 -31.967 25.973 8.896
H29 -31.678 24.424 9.163
H30 -30.345 25.456 10.827
C11 -25.267 23.488 11.816
C12 -25.562 25.003 12.017
O9 -24.559 25.576 12.930
H31 -25.383 23.027 12.852
H32 -24.242 23.136 11.294
H33 -26.031 23.141 11.042
H34 -26.301 25.286 12.839
H35 -25.466 25.473 11.093
H36 -24.604 25.071 13.813
C13 -31.069 27.129 6.006
C14 -30.184 26.486 7.089
O10 -28.926 26.463 6.603
H37 -32.058 27.108 6.323
H38 -31.097 26.432 4.943
H39 -30.631 28.087 5.837
H40 -30.393 25.494 7.294
H41 -30.500 27.004 7.822
H42 -28.294 26.063 7.226
C15 -27.953 31.185 7.661
C16 -27.549 29.753 8.215
O11 -27.456 29.699 9.582
H43 -28.782 31.614 8.205
H44 -28.181 30.911 6.509
H45 -27.254 31.870 7.663
H46 -26.541 29.413 7.784
H47 -28.305 29.202 7.927
H48 -27.687 28.903 9.918
C17 -28.423 22.476 14.124
C18 -29.032 23.582 13.320
O12 -28.843 24.763 14.100
H49 -28.948 22.639 15.178
H50 -27.262 22.541 14.409
H51 -28.504 21.416 13.900
H52 -30.092 23.368 13.151
H53 -28.535 23.836 12.272
H54 -28.997 25.506 13.438
C19 -29.890 20.100 8.900
C20 -29.315 21.516 8.677
O13 -29.987 22.299 9.643
H55 -29.253 19.364 8.209
H56 -30.965 20.128 8.932
H57 -29.497 19.601 9.715
H58 -29.674 21.878 7.833
H59 -28.205 21.567 8.815
H60 -29.446 23.174 9.742

Atom charges from the Mulliken analysis, given in e for atoms 1 to 2: atom 1 (N): 0.097, atom 2 (O): -0.386